Here is 8 unconnected molecules or ions with the total composition C36H57BrNO16 from the Open Molecules 2025 dataset. Energies are from ωB97M-V/def2-TZVPD.

Properties
DFT total energy: -5238.40565 Ha
strongest force on any atom: 1.58 eV/Å
highest occupied orbital energy: -11.907 eV
charge: +1
E_LUMO: -2.438 eV

```
111
C36H57BrNO16, DFT ωB97M-V/def2-TZVPD
O 2.69178 -2.38720 3.82074
C 2.77829 -2.52781 2.62157
C 1.80388 -1.90986 1.63246
C 1.29031 -0.52683 1.99022
C 0.09484 -0.14273 1.06984
N -0.96377 0.30595 2.02076
C -2.35084 -0.24029 1.80954
C -2.61929 -1.55458 2.51340
C -1.97106 -2.75543 1.85088
Br -2.50708 -2.95715 0.00322
C -0.35796 0.32151 3.38798
O 0.81518 -0.42472 3.31984
H 3.57392 -3.15454 2.18592
H 2.26998 -1.85041 0.65049
H 0.96883 -2.60421 1.54269
H 2.05219 0.24118 1.85621
H -0.25024 -0.97701 0.47022
H 0.38104 0.68172 0.42808
H -1.05744 1.29853 1.79278
H -2.50522 -0.33178 0.73960
H -3.04729 0.51469 2.16797
H -3.69936 -1.68928 2.51291
H -2.32152 -1.52940 3.55982
H -2.27049 -3.66215 2.36872
H -0.88794 -2.73110 1.89118
H -1.00902 -0.01767 4.18148
H -0.07087 1.36091 3.56845
O -3.38116 -3.71139 -2.75085
C -2.63328 -4.46635 -3.30732
O -2.98707 -5.13716 -4.41816
C -1.92701 -6.02888 -4.82611
C -0.66464 -5.45620 -4.19620
C -1.21296 -4.82575 -2.91700
H -2.16618 -7.02942 -4.46288
H -1.88869 -6.04690 -5.91223
H 0.10696 -6.20495 -4.03337
H -0.25264 -4.67778 -4.84056
H -1.25613 -5.53321 -2.08684
H -0.66756 -3.93762 -2.61021
O -2.03361 -6.03442 3.34050
C -1.29555 -5.83029 4.25996
O 0.04492 -5.96107 4.15331
C 0.67423 -5.75879 5.43509
C -0.32464 -4.93852 6.24179
C -1.65874 -5.43010 5.67837
H 0.86480 -6.73664 5.87979
H 1.62231 -5.25074 5.28038
H -0.21559 -5.07105 7.31536
H -0.19520 -3.87776 6.01863
H -2.02512 -6.31578 6.19861
H -2.43422 -4.66947 5.67305
O -0.07170 3.20962 1.25105
C -0.98524 3.88177 0.81598
O -0.94915 5.20008 0.83515
C -2.20741 5.75139 0.35301
C -2.81759 4.63880 -0.48548
C -2.29360 3.39032 0.22313
H -2.81682 6.00647 1.22164
H -2.01124 6.64564 -0.22266
H -3.90083 4.69780 -0.54843
H -2.41876 4.68318 -1.49948
H -2.94950 3.08096 1.04260
H -2.12241 2.55123 -0.45034
O -1.43817 7.59036 -2.15202
C -0.26020 7.39052 -2.05199
O 0.33699 7.20812 -0.85092
C 1.76417 7.07316 -1.03392
C 1.94288 6.62516 -2.47537
C 0.76356 7.30896 -3.16438
H 2.22673 8.04164 -0.83737
H 2.13584 6.35058 -0.31218
H 2.91463 6.88801 -2.88456
H 1.83667 5.54214 -2.54385
H 0.99929 8.32285 -3.49069
H 0.36725 6.74298 -4.00213
O -0.40231 -1.94440 -6.29232
C -1.53978 -1.61225 -6.46357
O -1.87813 -0.47325 -7.10494
C -3.30574 -0.28034 -7.05718
C -3.89033 -1.66759 -6.81679
C -2.78767 -2.32737 -5.99143
H -3.52875 0.41073 -6.24142
H -3.62625 0.16673 -7.99414
H -4.86268 -1.64604 -6.33042
H -4.00065 -2.19037 -7.76722
H -2.90599 -2.13900 -4.92287
H -2.70782 -3.39370 -6.16676
O 3.71149 3.46494 -2.57256
C 3.26635 2.36771 -2.71124
O 2.92748 1.86333 -3.91897
C 2.32539 0.56651 -3.77817
C 2.81280 0.04790 -2.42869
C 2.96158 1.34383 -1.62926
H 1.23991 0.68614 -3.81132
H 2.63402 -0.05349 -4.61477
H 2.13564 -0.68280 -1.98671
H 3.78795 -0.42503 -2.54485
H 2.03196 1.64133 -1.13730
H 3.76561 1.31411 -0.89926
O 6.60581 1.37048 4.91478
C 5.48109 1.75879 4.89077
O 5.08159 2.79805 4.11059
C 3.69986 3.10305 4.34987
C 3.10561 1.82153 4.92445
C 4.29439 1.23008 5.67849
H 3.64350 3.93762 5.05165
H 3.24366 3.40578 3.40972
H 2.22635 1.99769 5.54264
H 2.81934 1.14846 4.11362
H 4.36474 1.60478 6.70016
H 4.30047 0.14420 5.68858
```



Here is a molecular structure, C36H57Cl2N2O3PS2SbTi from the Open Molecules 2025 dataset. Energies are from ωB97M-V/def2-TZVPD.

Properties
DFT total energy: -4888.95669 Ha
strongest force on any atom: 0.49 eV/Å
highest occupied orbital energy: -10.780 eV
charge: +1
E_LUMO: -3.305 eV

```
105
C36H57Cl2N2O3PS2SbTi, DFT ωB97M-V/def2-TZVPD
Ti 0.20582 0.13405 1.12577
C 1.46421 -4.22981 0.98695
C 1.55038 -2.73232 0.97675
N 0.48522 -2.00834 1.14481
N -0.67874 -2.72929 1.42244
C -1.39162 -2.17360 2.32751
S -0.93725 -0.65710 3.07637
S -2.78598 -3.06213 2.93656
C -4.10686 -1.81980 2.70358
C -4.99150 -2.11121 1.51513
C -6.37270 -2.11603 1.65787
C -7.19636 -2.32299 0.55735
C -6.64153 -2.53729 -0.69465
C -5.25899 -2.54770 -0.84185
C -4.43974 -2.33534 0.25492
C 2.86718 -2.11520 0.84397
C 4.00375 -2.90500 0.60197
C 5.26583 -2.35838 0.55546
C 5.43808 -0.99493 0.78036
C 4.34670 -0.19169 1.02778
C 3.06448 -0.73922 1.04008
O 2.03164 0.07689 1.24788
H 1.96960 -4.61997 1.87276
H 1.97006 -4.63430 0.11159
H 0.43467 -4.56206 0.98925
H -3.61581 -0.85145 2.59863
H -4.68574 -1.78980 3.62487
H -6.81168 -1.95395 2.63652
H -8.27142 -2.32474 0.68368
H -7.28196 -2.70566 -1.55116
H -4.82176 -2.72695 -1.81743
H -3.36341 -2.34310 0.13793
H 3.90009 -3.96898 0.44908
H 6.12131 -2.99063 0.35821
H 6.43129 -0.56414 0.75972
H 4.45635 0.87173 1.19795
C -1.23389 -2.33571 -2.13916
C 0.05943 -1.92232 -2.84555
C -0.16973 -1.92935 -4.35408
C 1.15279 -2.93587 -2.50945
Sb 0.56826 0.05186 -2.02350
C 2.61780 0.61675 -2.62058
C 3.58106 -0.54105 -2.36095
C 2.78893 1.05987 -4.07123
C 2.98182 1.78802 -1.70167
C -0.69936 1.46960 -3.15249
C -0.51616 1.43552 -4.67351
C -0.34441 2.87133 -2.64683
C -2.17261 1.17351 -2.88193
H -1.56876 -3.29865 -2.54567
H -2.03870 -1.61340 -2.28940
H -1.09739 -2.46511 -1.06640
H -0.29484 -2.96849 -4.68245
H 0.66688 -1.50372 -4.91318
H -1.07859 -1.39610 -4.62806
H 0.74641 -3.94684 -2.63768
H 1.51037 -2.84841 -1.48380
H 2.01083 -2.84212 -3.17046
H 3.51587 -1.29351 -3.14402
H 3.42626 -1.03139 -1.40047
H 4.60617 -0.15110 -2.36894
H 2.46957 0.29633 -4.78386
H 3.85503 1.24688 -4.24738
H 2.26260 1.98799 -4.28894
H 2.96697 1.49805 -0.64964
H 2.30961 2.63889 -1.83086
H 3.99632 2.12866 -1.94058
H 0.51503 1.51034 -4.99804
H -1.05173 2.29611 -5.09147
H -0.95064 0.54625 -5.11962
H 0.65382 3.17251 -2.97059
H -0.39917 2.95665 -1.56146
H -1.05250 3.59120 -3.07296
H -2.46858 0.18926 -3.24930
H -2.78085 1.91608 -3.41099
H -2.44719 1.22539 -1.83571
Cl -4.55926 1.07839 -0.00668
C -3.19518 1.98731 0.61890
Cl -3.10954 3.61857 -0.05115
C -1.87110 1.24764 0.43731
O -0.78469 1.90030 0.56802
O -1.82037 0.00048 0.33871
H -3.33198 2.08866 1.69335
C -1.59172 2.44792 4.48825
C -0.61279 3.05828 3.48553
P 0.70889 1.94463 2.89592
C 1.62000 1.37533 4.36299
C 2.18122 2.49839 5.23293
C 1.86998 3.01330 1.94613
C 1.78665 4.51786 2.19041
H -2.33719 3.19127 4.77300
H -1.08607 2.12594 5.40061
H -2.11434 1.58562 4.07952
H -0.12056 3.92688 3.92610
H -1.12640 3.42465 2.59450
H 2.41313 0.72968 3.97770
H 0.95123 0.72746 4.93151
H 2.84835 3.15167 4.66672
H 2.75190 2.08563 6.06475
H 1.38417 3.11397 5.65370
H 1.70759 2.79831 0.88778
H 2.86872 2.63699 2.17956
H 0.79888 4.90978 1.94875
H 2.50730 5.03258 1.55473
H 2.01276 4.77902 3.22477
```



| no. | Kohn-Sham gap (eV) |
| --- | --- |
| 1 | 9.47 |
| 2 | 7.48 |